C24H72O12S12 | ωB97M-V/def2-TZVPD

Atoms and positions in Å:
C -14.460867 -35.702093 -14.735450
S -16.191392 -35.697997 -14.279194
O -16.230062 -35.685298 -12.754822
C -16.597382 -34.050243 -14.762436
H -14.041438 -34.927314 -14.162401
H -14.259890 -35.435648 -15.718708
H -13.730878 -36.524200 -14.569033
H -15.835781 -33.306244 -14.457234
H -17.496921 -33.622875 -14.300382
H -16.858676 -34.094904 -15.860837
C -12.759529 -45.773741 -16.488226
S -12.851374 -44.445965 -15.328219
O -14.146867 -44.468807 -14.577452
C -11.629122 -44.977578 -14.099307
H -13.092809 -46.689581 -16.039928
H -11.771340 -45.865386 -16.813832
H -13.598579 -45.815493 -17.390927
H -10.666421 -44.425328 -14.377423
H -11.463017 -46.007287 -14.247853
H -12.039258 -44.816781 -13.162719
C -13.296536 -41.680856 -12.446805
S -14.550910 -40.437231 -12.724847
O -13.844373 -39.135760 -13.209535
C -15.335684 -41.161195 -14.100185
H -12.789570 -41.498229 -13.209293
H -13.642716 -42.629654 -12.258580
H -12.693459 -41.325601 -11.564664
H -14.494353 -41.630811 -14.930717
H -16.047652 -40.378363 -14.513826
H -15.835691 -42.108217 -13.794935
C -10.062327 -37.388605 -13.787587
S -10.934635 -38.745364 -14.628937
O -10.846189 -38.462420 -16.172475
C -9.820534 -40.089992 -14.075359
H -8.955898 -37.292750 -13.982925
H -9.912471 -37.486458 -12.768093
H -10.473793 -36.590315 -14.048966
H -8.775908 -39.582707 -13.892322
H -9.832519 -40.882685 -14.876709
H -10.421690 -40.537160 -13.230292
C -11.805899 -41.985360 -19.331905
S -12.201198 -40.309737 -18.929821
O -13.547193 -40.001036 -19.520749
C -12.600035 -40.685646 -17.271808
H -12.514791 -42.738091 -19.033340
H -10.939291 -42.132928 -18.696734
H -11.669276 -41.786617 -20.491144
H -13.292987 -39.776942 -16.990137
H -11.553257 -40.829749 -16.571948
H -13.410452 -41.502652 -17.308474
C -15.452372 -38.652572 -17.236572
S -17.236173 -38.098814 -17.630346
O -17.677105 -37.838561 -16.268197
C -17.115292 -36.511218 -18.273355
H -14.860481 -38.046906 -16.532441
H -15.005772 -38.974756 -18.117747
H -15.712906 -39.588204 -16.747125
H -16.416439 -36.712196 -18.973471
H -16.655548 -35.729321 -17.561105
H -17.888434 -36.215809 -18.869988
C -10.146427 -39.140509 -9.965078
S -8.805076 -40.316290 -9.783913
O -8.310451 -40.529576 -11.200580
C -7.520591 -39.199822 -8.927497
H -11.012615 -39.533704 -10.460963
H -9.697431 -38.183292 -10.392475
H -10.372321 -38.969711 -8.988756
H -6.704521 -39.483368 -8.523845
H -7.993248 -38.496789 -8.213678
H -7.457380 -38.619334 -9.798616
C -18.934384 -42.340437 -9.867972
S -18.232251 -42.378273 -11.547139
O -17.061507 -41.376895 -11.304937
C -17.291854 -43.806772 -11.222475
H -19.545213 -41.328738 -9.986173
H -18.261397 -42.172104 -9.033273
H -19.420023 -43.146249 -9.508249
H -17.886871 -44.641887 -11.498751
H -17.039994 -43.844899 -10.187848
H -16.238062 -43.907274 -11.735535
C -10.972476 -45.509739 -8.234374
S -10.115783 -45.208889 -9.882419
O -10.420379 -46.391127 -10.863543
C -11.219349 -43.949017 -10.501316
H -12.008779 -45.815367 -8.381476
H -11.095702 -44.710656 -7.645044
H -10.415569 -46.457262 -8.084440
H -12.228329 -44.095265 -10.839335
H -10.736911 -43.410969 -11.472873
H -11.202973 -43.002220 -9.778592
C -12.497274 -36.902432 -11.291990
S -14.148805 -36.664871 -10.695823
O -14.224735 -37.091832 -9.258287
C -14.061237 -34.904713 -10.700342
H -12.442295 -36.512091 -12.267546
H -12.493958 -37.922780 -11.382977
H -11.715476 -36.670443 -10.626520
H -14.038804 -34.425437 -11.665451
H -13.231526 -34.481805 -10.172653
H -14.904396 -34.606421 -9.904436
C -16.414029 -42.872287 -20.137826
S -16.138920 -41.827461 -18.622326
O -17.472650 -41.144863 -18.357232
C -16.113644 -43.144904 -17.440027
H -16.702704 -42.157935 -21.017359
H -17.359933 -43.552318 -19.953708
H -15.382479 -43.186071 -20.492010
H -15.289005 -43.923161 -17.326188
H -17.056068 -43.532314 -17.448925
H -16.128876 -42.548708 -16.656107
C -13.800314 -40.223028 -8.416240
S -15.135892 -41.384526 -8.811545
O -14.492813 -42.640096 -9.263162
C -15.495673 -41.825240 -7.080137
H -14.114765 -39.168356 -8.075017
H -13.291299 -39.854593 -9.153858
H -13.218915 -40.622718 -7.837529
H -16.146674 -40.983862 -6.771182
H -14.477986 -41.770743 -6.602708
H -15.866613 -42.786588 -7.287909

Cartesian forces, eV/Å:
C 1.2 -0.4 0.9
S -0.9 -1.6 2.2
O 0.3 0.1 -1.5
C -0.2 1.5 -1.3
H 0.6 1.4 0.9
H -0.3 0.6 -2.2
H -1.6 -0.5 0.3
H 0.1 -0.5 -0.7
H 0.0 -1.0 0.3
H 0.8 0.4 1.0
C -3.8 -1.2 -1.7
S -0.6 1.6 0.6
O -0.1 -0.3 -0.4
C 1.9 0.8 -3.3
H 0.3 -0.6 0.9
H 1.5 -0.1 -0.9
H 2.4 1.2 2.0
H -1.3 -0.6 0.9
H 0.3 -1.4 0.1
H -0.6 0.7 1.8
C -2.3 2.0 6.7
S -0.3 2.8 1.2
O -0.5 -2.4 0.5
C 1.1 -1.8 -3.1
H 5.0 0.5 -7.0
H -1.0 -2.1 0.1
H -0.7 -0.3 -0.6
H -2.2 1.8 2.0
H 0.9 -1.2 0.3
H 0.0 0.9 0.0
C 5.3 -6.3 0.1
S 0.0 0.8 -2.3
O 0.5 -0.6 3.1
C 0.5 0.4 -0.5
H -0.9 -0.4 -1.1
H -1.0 -0.6 2.4
H -3.7 6.9 -2.0
H -2.0 -1.8 0.0
H 0.3 1.0 0.7
H 1.4 0.6 -0.3
C 0.8 1.2 -2.5
S -1.2 0.3 0.0
O 0.6 0.0 -0.3
C -0.6 0.7 3.0
H -0.8 0.0 -0.3
H 0.8 -0.3 -0.7
H 0.2 -1.6 2.3
H 2.1 -1.5 0.2
H -3.5 0.4 -1.9
H 1.7 0.6 0.3
C -2.1 0.3 0.5
S 1.4 -1.3 0.9
O -1.8 -0.3 2.3
C 2.4 1.7 2.6
H -0.5 0.2 -0.5
H 1.3 -0.1 -1.7
H -0.2 0.0 0.4
H 3.0 -0.1 -2.7
H -1.1 -1.3 -1.0
H -2.7 0.9 -0.8
C 2.5 1.3 -1.5
S 0.8 -1.3 -0.8
O 0.0 0.3 1.3
C -7.9 2.9 -2.4
H 0.0 -0.3 -0.6
H -0.9 -1.2 0.2
H -1.2 0.9 2.9
H 5.6 -3.1 2.2
H -0.3 -0.6 -0.1
H 1.3 1.1 -1.2
C -0.6 5.1 -1.3
S 3.6 2.0 2.6
O -2.1 -0.3 -1.4
C 2.5 -1.8 -1.4
H 0.7 -2.3 0.8
H 1.2 0.4 -0.7
H -2.6 -2.8 0.3
H -0.4 -1.2 -0.1
H 0.0 0.1 0.8
H -2.3 0.7 0.4
C 0.1 -4.3 -4.3
S -2.3 -1.3 -1.9
O 0.8 1.8 2.3
C 2.0 5.2 -1.0
H 0.0 -0.2 -0.7
H 1.0 2.9 2.6
H -0.2 0.9 1.5
H -0.5 -1.1 0.6
H -0.6 -1.6 2.1
H -0.2 -2.1 -1.1
C -0.9 0.1 0.6
S -0.5 0.0 0.0
O 0.5 0.1 -0.1
C -1.9 1.6 2.9
H 0.3 0.7 -1.1
H 0.3 -2.8 -0.6
H 0.8 1.1 0.9
H -0.9 -0.1 -0.3
H 1.2 -0.4 0.4
H 1.1 -0.3 -2.5
C -0.9 1.4 -1.3
S -1.3 0.2 -2.0
O 1.4 -0.8 0.0
C 2.6 -2.1 -2.3
H 0.3 -0.9 1.8
H 2.4 0.8 -0.4
H -1.4 -0.7 0.7
H -1.0 1.2 -0.6
H -2.6 -1.7 -0.3
H 0.4 2.4 4.5
C -8.8 4.6 -1.6
S 0.1 1.0 0.3
O 0.7 -0.7 -0.8
C 1.7 3.0 -0.7
H -0.4 -1.8 0.2
H 2.7 1.2 -5.4
H 6.2 -4.5 6.7
H 0.0 -1.0 0.5
H -1.3 -0.5 0.0
H -0.9 -1.2 0.7

- HOMO: -7.692 eV
- Gap between HOMO and LUMO: 7.85 eV
- E_tot: -6637.84495 hartree

Results of the Löwdin charge analysis, in e, for atoms 1 through 99: number 1, C, carries -0.26; number 2, S, carries 0.84; number 3, O, carries -0.57; number 4, C, carries -0.28; number 5, H, carries 0.02; number 6, H, carries 0.03; number 7, H, carries 0.07; number 8, H, carries 0.06; number 9, H, carries 0.06; number 10, H, carries 0.06; number 11, C, carries -0.30; number 12, S, carries 0.77; number 13, O, carries -0.56; number 14, C, carries -0.22; number 15, H, carries 0.04; number 16, H, carries 0.02; number 17, H, carries 0.13; number 18, H, carries 0.09; number 19, H, carries 0.03; number 20, H, carries 0.00; number 21, C, carries -0.23; number 22, S, carries 0.84; number 23, O, carries -0.58; number 24, C, carries -0.29; number 25, H, carries -0.06; number 26, H, carries 0.03; number 27, H, carries 0.07; number 28, H, carries 0.12; number 29, H, carries 0.08; number 30, H, carries 0.04; number 31, C, carries -0.24; number 32, S, carries 0.84; number 33, O, carries -0.58; number 34, C, carries -0.26; number 35, H, carries 0.10; number 36, H, carries 0.01; number 37, H, carries -0.05; number 38, H, carries 0.09; number 39, H, carries 0.05; number 40, H, carries 0.04; number 41, C, carries -0.29; number 42, S, carries 0.79; number 43, O, carries -0.57; number 44, C, carries -0.34; number 45, H, carries 0.04; number 46, H, carries 0.04; number 47, H, carries 0.10; number 48, H, carries 0.06; number 49, H, carries 0.11; number 50, H, carries 0.04; number 51, C, carries -0.20; number 52, S, carries 0.84; number 53, O, carries -0.58; number 54, C, carries -0.28; number 55, H, carries 0.06; number 56, H, carries -0.03; number 57, H, carries 0.01; number 58, H, carries 0.00; number 59, H, carries 0.09; number 60, H, carries 0.02; number 61, C, carries -0.26; number 62, S, carries 0.84; number 63, O, carries -0.58; number 64, C, carries -0.16; number 65, H, carries 0.04; number 66, H, carries 0.08; number 67, H, carries 0.01; number 68, H, carries -0.03; number 69, H, carries 0.07; number 70, H, carries 0.02; number 71, C, carries -0.26; number 72, S, carries 0.89; number 73, O, carries -0.64; number 74, C, carries -0.31; number 75, H, carries 0.10; number 76, H, carries 0.04; number 77, H, carries 0.00; number 78, H, carries 0.03; number 79, H, carries 0.03; number 80, H, carries 0.11; number 81, C, carries -0.22; number 82, S, carries 0.85; number 83, O, carries -0.59; number 84, C, carries -0.34; number 85, H, carries 0.06; number 86, H, carries 0.00; number 87, H, carries 0.05; number 88, H, carries 0.03; number 89, H, carries 0.09; number 90, H, carries 0.08; number 91, C, carries -0.27; number 92, S, carries 0.84; number 93, O, carries -0.55; number 94, C, carries -0.29; number 95, H, carries 0.04; number 96, H, carries -0.02; number 97, H, carries 0.05; number 98, H, carries 0.03; number 99, H, carries 0.03